No. 1
{"formula": "C3H4FO2", "method": "ωB97M-V with the def2-TZVPD basis set", "de_lowest_kj_mol": 371.7, "charge": -1, "total_energy_ev": -9985.662, "symbols": ["C", "C", "C", "O", "O", "F", "H", "H", "H", "H"], "coordinates": [[-3.05577, -0.15934, 0.26478], [0.74709, -0.26382, 0.50616], [-1.86784, 0.32552, -0.63350], [-3.71607, 0.72713, 0.84387], [-3.25612, -1.38716, 0.21005], [-1.85944, 1.65348, -0.90236], [0.75631, -0.11239, 1.50364], [1.07838, -1.30147, 0.15568], [0.16297, 0.29895, -0.20773], [-1.38175, -0.36024, -1.33650]], "atomic_forces_ev_per_a": [[0.03, 0.60, -0.69], [0.58, -2.49, -3.81], [-1.72, -0.60, 1.10], [0.48, -0.04, -0.07], [0.41, -0.33, -0.04], [0.56, -0.43, -0.33], [-0.14, 0.75, 2.98], [-0.53, 1.61, 0.55], [0.54, 0.30, 0.42], [-0.21, 0.63, -0.11]]}

***

No. 2
{"formula": "C3H4FO3", "method": "ωB97M-V with the def2-TZVPD basis set", "de_lowest_kj_mol": 271.4, "charge": -1, "total_energy_ev": -12034.805, "symbols": ["C", "C", "C", "O", "O", "O", "F", "H", "H", "H", "H"], "coordinates": [[1.40763, 0.93144, 1.29611], [-1.56326, -0.29788, -0.14928], [0.73708, -0.13254, -0.73918], [2.22072, 1.67090, 0.87492], [0.92318, 0.36309, 2.14850], [-0.59913, 0.00240, -1.15193], [1.04689, -1.51702, -0.76856], [-2.51145, -0.04065, -0.59959], [-1.40441, 0.19666, 0.90263], [-1.59150, -1.36000, -0.03870], [1.33426, 0.18361, -1.77491]], "atomic_forces_ev_per_a": [[2.30, 0.82, -4.72], [0.69, 0.86, 0.68], [1.62, 1.67, -1.71], [0.67, 1.39, -0.43], [-2.97, -2.64, 4.29], [-0.49, 0.15, 0.46], [-0.15, -1.03, 0.36], [-0.44, 0.45, 0.16], [-0.08, -0.66, -2.05], [0.05, -0.93, 0.56], [-1.20, -0.08, 2.40]]}

***

No. 3
{"formula": "C3H4FO5S", "method": "ωB97M-V with the def2-TZVPD basis set", "charge": -1, "total_energy_ev": -26961.221, "symbols": ["C", "C", "C", "O", "O", "O", "O", "O", "F", "S", "H", "H", "H", "H"], "coordinates": [[0.10798, 1.94455, 0.10581], [1.90262, 0.18442, -0.35323], [0.76739, 0.67338, 0.52811], [-1.21571, 1.69708, -0.10179], [0.61394, 3.05312, -0.04609], [-1.22180, -2.72827, 0.32373], [-0.32626, -1.71468, -0.04551], [-1.98076, -0.44858, 1.31836], [-2.31722, -0.53590, -1.10225], [-1.08415, -0.15466, 0.17705], [1.71826, 0.34125, -1.43877], [2.13981, -0.85891, -0.20042], [2.82374, 0.68115, -0.07881], [-1.92784, -2.13396, 0.91380]], "atomic_forces_ev_per_a": [[0.27, -0.27, -0.56], [-0.64, -0.06, -0.44], [-1.80, -0.21, -1.02], [-0.73, -0.31, 0.25], [-0.45, -0.95, 0.36], [-2.50, 0.84, 1.75], [-0.95, 1.04, 0.03], [1.16, 0.65, -1.30], [2.17, 1.13, 1.35], [1.19, -0.22, 0.37], [0.27, -0.03, 0.49], [-0.27, -0.37, 0.14], [0.13, 0.62, 0.12], [2.16, -1.87, -1.56]]}

***

No. 4
{"formula": "C3H4FeO4", "method": "ωB97M-V with the def2-TZVPD basis set", "de_lowest_kj_mol": 0.0, "charge": 2, "multiplicity": 7, "s_squared": 12.014, "total_energy_ev": -45729.693, "symbols": ["O", "C", "O", "O", "C", "C", "O", "H", "H", "H", "H", "Fe"], "coordinates": [[4.53152, -0.12762, -0.15516], [3.49483, 0.35753, -0.09132], [2.49116, 0.94690, 0.04298], [-0.02947, -0.68668, -0.19168], [-1.49232, -0.72662, 0.04848], [-2.00308, 0.64874, -0.22300], [-1.25742, 1.66877, 0.19992], [0.38666, -1.51838, 0.05574], [-1.61651, -1.03386, 1.10477], [-1.95728, -1.47529, -0.60510], [-3.08418, 0.79303, -0.33545], [0.53609, 1.15348, 0.14983]], "atomic_forces_ev_per_a": [[-1.92, 0.53, -0.13], [4.16, -1.16, 0.12], [-1.76, 0.63, 0.07], [-0.21, 0.79, -0.02], [-0.51, -0.53, 0.99], [-1.42, -0.80, -1.01], [1.25, -0.14, 0.91], [0.25, -0.52, 0.03], [-0.01, 0.04, -0.32], [0.05, 0.35, 0.01], [0.25, 0.16, -0.20], [-0.12, 0.65, -0.45]]}

***

No. 5
{"formula": "C3H4GdLiO4", "method": "ωB97M-V with the def2-TZVPD basis set", "de_lowest_kj_mol": 0.0, "charge": 3, "multiplicity": 9, "s_squared": 20.019, "total_energy_ev": -32373.235, "symbols": ["O", "C", "C", "O", "O", "C", "Li", "H", "H", "Gd", "O", "H", "H"], "coordinates": [[0.29651, 1.31052, -0.49648], [-0.85671, 0.57454, -0.12811], [1.30312, 1.54852, 0.29431], [-1.88621, 1.20956, -0.23610], [-0.63145, -0.58500, 0.26807], [2.67096, 1.43821, -0.07517], [-3.71473, 1.19961, -0.33569], [3.18888, 2.40205, -0.04382], [2.76203, 1.09601, -1.11227], [-0.64308, -2.94596, -0.47076], [1.30300, 1.31617, 1.61488], [1.45945, 2.15383, 2.11834], [2.81588, 1.17321, 1.29751]], "atomic_forces_ev_per_a": [[1.51, 0.69, 1.01], [-1.19, 1.30, 0.86], [1.05, -2.52, -0.48], [0.13, -0.75, -0.21], [0.22, -2.26, -0.93], [0.43, 1.39, 1.07], [-0.34, 0.47, 0.03], [0.19, 0.34, 0.05], [0.73, -0.51, 0.44], [0.12, 1.09, 0.60], [-3.88, 1.65, 1.91], [-0.61, -0.22, 0.26], [1.64, -0.65, -4.61]]}

***

No. 6
{"formula": "C3H4HgO4", "method": "ωB97M-V with the def2-TZVPD basis set", "de_lowest_kj_mol": 300.5, "charge": -1, "multiplicity": 2, "s_squared": 0.753, "total_energy_ev": -15536.961, "symbols": ["O", "C", "C", "O", "O", "C", "H", "H", "H", "Hg", "O", "H"], "coordinates": [[1.12703, 0.67930, -1.13537], [0.42072, 1.70289, -1.03085], [-0.21931, -0.73773, -0.26138], [0.49402, 2.80235, -1.60972], [-0.80780, 1.51174, -0.41593], [-0.96796, 0.28323, 0.31126], [0.37395, -1.37930, 0.40343], [-0.51820, -1.09557, -1.25323], [-0.78085, 0.50407, 1.37041], [-1.40916, 3.82445, -1.10761], [1.02498, -3.68722, 2.07050], [1.26257, -4.40824, 2.65847]], "atomic_forces_ev_per_a": [[0.98, 1.11, 0.13], [0.11, -2.18, -1.91], [-2.23, 0.16, 1.04], [2.05, -0.53, 0.26], [-1.93, -1.14, 0.98], [3.12, 0.31, -0.21], [-0.70, -0.24, -0.34], [1.04, 0.47, 0.07], [-0.21, -0.14, -0.18], [-2.23, 2.18, 0.15], [-0.15, 0.50, -0.42], [0.16, -0.51, 0.43]]}

***

No. 7
{"formula": "C3H4I2", "method": "ωB97M-V with the def2-TZVPD basis set", "smiles": "IC1=CC1.I", "de_lowest_kj_mol": 223.8, "charge": 0, "total_energy_ev": -19373.652, "symbols": ["I", "C", "C", "C", "H", "H", "H", "I", "H"], "coordinates": [[-2.77368, -0.59335, -0.27145], [-0.72092, -0.68098, 0.43787], [0.52552, -1.02657, 0.33368], [0.10802, -0.60712, 1.68246], [1.32490, -1.51528, -0.24957], [0.07679, -1.33222, 2.39874], [0.35758, 0.35038, 1.98145], [-0.13626, 3.14823, -2.94993], [1.23804, 2.25690, -3.36324]], "atomic_forces_ev_per_a": [[1.97, -0.08, 0.53], [-0.95, -0.56, -0.44], [-0.12, -0.69, -2.12], [-0.50, 0.77, -1.58], [-0.66, 0.60, 0.48], [-0.41, -1.82, 2.12], [0.67, 1.81, 0.99], [1.18, -0.78, -0.34], [-1.19, 0.77, 0.36]]}

***

No. 8
{"formula": "C3H4I2O", "method": "ωB97M-V with the def2-TZVPD basis set", "de_lowest_kj_mol": 238.7, "charge": 0, "multiplicity": 3, "s_squared": 2.009, "total_energy_ev": -21418.569, "symbols": ["C", "C", "C", "O", "I", "I", "H", "H", "H", "H"], "coordinates": [[-0.54932, -1.11775, -0.55088], [-1.38573, -1.01214, 0.48270], [1.50449, 1.62603, 0.06519], [0.93325, 2.05734, -0.86826], [-2.94091, 0.31049, 0.26371], [2.88061, 0.03703, 0.32011], [0.31190, -1.72267, -0.66808], [-0.58907, -0.65812, -1.52707], [-1.40563, -1.62504, 1.36039], [1.24040, 2.10483, 1.12219]], "atomic_forces_ev_per_a": [[5.33, -0.44, -7.35], [-5.28, 1.38, 5.78], [-1.56, 1.81, 2.86], [0.58, -0.64, -0.88], [0.47, -0.41, 0.25], [0.16, -0.10, -0.37], [0.69, -0.90, 1.09], [-1.05, 0.52, 0.13], [-0.18, -0.18, 0.08], [0.84, -1.04, -1.59]]}

***

No. 9
{"formula": "C3H4IN", "method": "ωB97M-V with the def2-TZVPD basis set", "de_lowest_kj_mol": 366.0, "charge": 0, "total_energy_ev": -12761.728, "symbols": ["C", "C", "C", "N", "I", "H", "H", "H", "H"], "coordinates": [[1.10034, 2.03328, 0.02812], [-0.06586, -0.08258, 0.55552], [1.09169, 0.66536, -0.12595], [1.09221, 3.17858, 0.03287], [3.02770, -0.25694, -0.01170], [-0.24740, 0.57630, 1.52920], [-0.91415, -0.14394, 0.03019], [0.14194, -1.08293, 0.78487], [0.96381, 0.22516, -2.18398]], "atomic_forces_ev_per_a": [[0.18, 0.48, -0.81], [2.99, 3.07, 3.25], [-0.15, -3.10, -1.20], [-0.03, 1.16, 0.30], [-0.54, 0.35, 0.18], [0.08, -1.76, -1.75], [-3.25, 0.51, -2.28], [0.86, -1.28, 0.65], [-0.13, 0.57, 1.67]]}

***

No. 10
{"formula": "C3H4IN", "method": "ωB97M-V with the def2-TZVPD basis set", "de_lowest_kj_mol": 378.7, "charge": 0, "total_energy_ev": -12761.596, "symbols": ["C", "C", "C", "N", "I", "H", "H", "H", "H"], "coordinates": [[0.87511, -1.20302, 0.26481], [0.69870, -0.15475, -0.50242], [-1.29981, 1.07430, 0.02288], [-1.31295, 2.27727, -0.05954], [-2.93853, -0.23297, 0.45908], [1.77570, -1.91398, 0.49656], [0.02538, -1.36150, 0.91540], [1.47947, 0.27531, -1.11314], [-1.93553, 2.94443, 0.33652]], "atomic_forces_ev_per_a": [[0.16, -0.64, 1.14], [-0.80, 0.55, 0.87], [1.97, -1.39, -1.14], [1.52, -0.24, 0.13], [0.25, -0.16, 0.18], [-1.55, 1.64, -1.07], [-0.16, -0.63, 0.32], [-0.48, 0.66, -0.44], [-0.90, 0.21, 0.01]]}

***

Look up the charge of the seventh one.
0